# 1
Computed, not measured: C16H34FO6V as an isolated structure in a non-equilibrium geometry, with the ωB97M-V functional and the def2-TZVPD basis.

Each line ends with the Mulliken spin population.
Cartesian coordinates (Å):
1 V -8.83 27.21 21.79  1.97
2 F -10.66 26.63 22.56  -0.01
3 O -9.13 25.18 20.03  0.01
4 O -7.91 27.46 23.87  0.00
5 O -6.87 27.13 20.97  0.00
6 O -9.82 27.67 19.89  0.00
7 O -8.30 24.99 22.63  0.01
8 O -9.13 29.30 22.08  -0.01
9 C -8.55 24.62 19.17  0.00
10 C -6.48 23.91 23.63  0.00
11 C -8.46 28.23 26.12  0.00
12 C -8.71 22.61 23.23  0.00
13 C -8.41 31.65 22.20  0.00
14 C -7.55 27.59 25.07  0.00
15 C -6.22 27.03 25.49  0.00
16 C -10.54 29.18 18.21  0.00
17 C -5.50 26.93 20.87  0.00
18 C -7.85 23.95 23.09  0.00
19 C -7.71 23.33 19.47  0.00
20 C -12.04 27.15 18.92  0.00
21 C -5.04 25.54 20.56  0.00
22 C -8.73 25.11 17.71  0.00
23 C -9.48 30.63 22.38  0.00
24 C -10.71 27.97 19.10  0.01
25 H -9.06 22.45 24.25  0.00
26 H -9.18 28.95 25.74  0.00
27 H -8.24 21.69 22.89  0.00
28 H -9.00 27.36 26.48  0.00
29 H -12.70 27.71 18.25  0.00
30 H -8.12 25.98 17.49  0.00
31 H -7.53 23.16 20.53  0.00
32 H -11.48 29.71 18.04  0.00
33 H -7.96 28.71 26.97  0.00
34 H -8.12 22.49 18.91  0.00
35 H -7.97 31.66 21.20  0.00
36 H -6.72 23.40 19.02  0.00
37 H -9.77 25.24 17.43  0.00
38 H -9.71 29.85 18.43  0.00
39 H -6.29 25.94 25.45  0.00
40 H -7.54 31.58 22.86  0.00
41 H -10.37 30.94 21.83  0.00
42 H -8.90 32.61 22.36  0.00
43 H -5.95 27.46 26.46  0.00
44 H -9.88 30.70 23.39  0.00
45 H -5.57 27.42 24.71  0.00
46 H -5.27 25.15 19.57  0.00
47 H -8.42 24.44 16.90  0.00
48 H -6.20 24.96 23.73  0.00
49 H -9.59 22.85 22.62  0.00
50 H -10.29 28.81 17.21  0.00
51 H -6.42 23.27 24.51  0.00
52 H -5.07 27.70 20.23  0.00
53 H -11.85 26.18 18.46  0.00
54 H -5.43 24.85 21.31  0.00
55 H -5.10 27.18 21.85  0.00
56 H -3.95 25.56 20.68  0.00
57 H -5.85 23.39 22.91  0.00
58 H -12.57 27.01 19.86  0.00

Results
<S²>: 2.0229
calculated total energy: -57831.810 eV
2S+1: 3

=====

# 2
Computed, not measured: C16H34N2O12Zr2 as an isolated structure in a non-equilibrium geometry, with the ωB97M-V functional and the def2-TZVPD basis.

Each line ends with the Mulliken charge.
Cartesian coordinates (Å):
1 Zr 2.69 -2.52 3.53  2.30
2 Zr 0.17 3.18 3.13  2.09
3 O -5.92 1.06 3.39  -0.39
4 O -1.04 3.88 1.52  -0.50
5 O -3.68 0.46 -4.00  -0.37
6 O 2.70 -6.20 1.33  -0.11
7 O 0.17 0.79 -2.79  -0.30
8 O -5.23 -0.02 5.07  -0.40
9 O -1.82 5.42 0.07  -0.11
10 O -4.09 1.04 -2.00  -0.47
11 O 0.19 1.34 2.23  -0.46
12 O 1.96 1.52 -3.95  -0.25
13 O 1.04 -1.95 2.50  -0.49
14 O 2.42 -4.46 2.72  -0.48
15 N -5.07 0.46 3.98  0.93
16 N -3.47 0.39 -2.83  0.93
17 C -0.23 0.21 1.47  0.17
18 C 0.43 0.11 -5.07  -1.00
19 C -0.13 -1.23 2.08  -0.39
20 C 0.88 0.79 -3.79  0.69
21 C 3.24 1.78 -1.76  -0.89
22 C 2.48 2.37 -2.92  -0.28
23 C -2.62 -0.71 -2.30  -0.21
24 C 3.95 -5.70 0.76  -0.14
25 C -2.74 3.27 -0.04  -0.65
26 C -0.61 6.28 0.09  -0.08
27 C -3.73 0.31 3.38  -0.68
28 C -1.86 4.30 0.58  0.68
29 C 4.89 -6.88 0.55  -1.25
30 C 2.00 -5.58 2.17  0.76
31 C -0.08 6.34 -1.33  -0.97
32 C 0.84 -6.34 2.70  -0.86
33 H -3.28 -1.54 -2.07  0.37
34 H -0.62 -1.82 1.29  0.34
35 H 4.41 -7.75 0.08  0.37
36 H 5.72 -6.57 -0.09  0.39
37 H 2.69 1.07 -1.14  0.08
38 H -1.90 -0.94 -3.08  0.11
39 H 1.69 3.03 -2.53  0.19
40 H -0.12 -0.79 -4.82  0.33
41 H -2.48 3.05 -1.08  0.32
42 H -3.80 3.50 0.05  0.46
43 H 3.83 -5.17 -0.18  0.36
44 H 0.97 -6.27 3.79  0.36
45 H -0.84 6.40 -2.11  0.36
46 H 0.54 7.21 -1.50  0.40
47 H -0.81 7.31 0.39  0.33
48 H -3.70 -0.63 2.83  0.36
49 H 4.51 -5.01 1.41  0.15
50 H -0.12 0.85 -5.65  0.32
51 H -2.60 2.28 0.40  -0.01
52 H -1.30 0.38 1.29  -0.07
53 H 0.23 0.24 0.48  0.16
54 H 0.52 5.45 -1.55  0.14
55 H 1.31 -0.20 -5.64  0.38
56 H 4.18 1.30 -2.03  0.35
57 H -3.52 1.14 2.71  0.16
58 H 3.03 3.16 -3.44  0.45
59 H 3.60 2.64 -1.19  0.40
60 H -3.00 0.28 4.19  0.31
61 H 5.23 -7.26 1.51  0.36
62 H -0.86 -1.28 2.89  0.29
63 H -2.18 -0.34 -1.38  -0.10
64 H -0.13 -5.90 2.46  0.32
65 H 0.92 -7.40 2.45  0.34
66 H 0.12 5.89 0.80  0.11

Results
charge: +6
calculated total energy: -47159.932 eV

=====

# 3
Computed, not measured: a 4-piece molecular cluster, C16H34N3O5S overall, with the ωB97M-V functional and the def2-TZVPD basis.

Each line ends with the natural charge from an NBO analysis.
Cartesian coordinates (Å):
1 S -1.54 3.23 -0.75  0.67
2 O -2.24 -0.28 -4.08  -0.69
3 O -3.76 -0.03 1.70  -0.69
4 O 2.28 0.32 -1.38  -0.52
5 O 4.57 1.09 5.83  -0.62
6 O 4.22 0.14 -0.28  -0.53
7 N -3.23 -0.01 3.91  -0.41
8 N -1.94 -2.28 -5.12  -0.41
9 N 5.43 -0.09 4.09  -0.43
10 C 0.87 0.23 -1.16  -0.06
11 C 4.75 0.94 4.64  0.53
12 C 3.08 -0.17 -0.41  0.65
13 C -3.95 -0.41 2.85  0.54
14 C -3.50 -0.50 5.25  -0.40
15 C -2.15 0.94 3.71  -0.41
16 C -2.51 -1.47 -4.22  0.54
17 C 0.27 2.23 -2.67  -0.42
18 C -2.31 -3.67 -5.25  -0.40
19 C 6.02 -1.08 4.97  -0.42
20 C 5.57 -0.22 2.65  -0.40
21 C -0.91 -1.73 -5.99  -0.42
22 C 0.17 0.73 -2.40  -0.44
23 C -2.71 1.98 -0.30  -0.42
24 C -1.06 2.96 -2.48  -0.52
25 C -3.23 1.08 -1.11  -0.29
26 H -4.33 -1.20 5.22  0.22
27 H 4.35 1.64 3.88  0.09
28 H -4.74 -1.12 3.11  0.13
29 H -0.07 -1.35 -5.41  0.21
30 H -3.75 0.32 5.92  0.21
31 H 0.53 2.41 -3.72  0.25
32 H 5.07 0.61 2.16  0.21
33 H 5.12 -1.15 2.30  0.19
34 H 0.61 0.20 -3.25  0.24
35 H -0.42 2.75 -0.17  0.15
36 H -1.31 -0.91 -6.59  0.22
37 H 0.62 0.82 -0.27  0.15
38 H 0.59 -0.81 -0.95  0.20
39 H 2.57 -0.89 0.25  0.10
40 H 1.07 2.70 -2.08  0.22
41 H -3.09 -3.91 -4.53  0.21
42 H -3.29 -1.97 -3.62  0.12
43 H -2.95 0.90 -2.14  0.24
44 H -2.53 1.88 3.31  0.20
45 H 6.62 -0.21 2.35  0.20
46 H -3.98 0.43 -0.67  0.27
47 H -2.69 -3.87 -6.25  0.21
48 H -1.87 2.38 -2.92  0.27
49 H -1.67 1.13 4.67  0.22
50 H 5.26 -1.56 5.58  0.21
51 H -0.88 0.43 -2.36  0.24
52 H 6.74 -0.61 5.64  0.22
53 H -0.56 -2.52 -6.66  0.22
54 H 6.53 -1.83 4.36  0.20
55 H -2.98 2.03 0.75  0.28
56 H -1.07 3.96 -2.93  0.26
57 H -2.62 -1.02 5.65  0.21
58 H -1.40 0.53 3.02  0.20
59 H -1.45 -4.32 -5.07  0.21

Results
charge: +1
calculated total energy: -42678.723 eV

=====

Per-record molar mass, g/mol: 392.4 628.9 380.5